1.
58
Properties=species:S:1:pos:R:3:forces:R:3 method="wB97M-V/def2-TZVPD" homo_ha="-0.79377 / -0.80234" total_charge=+4 lumo_energy_ev="-13.96 / -16.83" multiplicity=4 largest_force_ev_per_a=4.314 mol_weight_da=445.3
P -3.33459 1.15838 0.57846 -0.9 -0.5 0.0
C -3.86968 2.70274 1.27198 0.3 0.2 0.2
H -4.94800 2.80295 1.08409 0.2 0.0 0.0
H -3.31746 3.52199 0.79237 -0.3 0.0 0.1
H -3.68656 2.71025 2.35473 -0.1 0.0 -0.2
C -3.80485 1.00556 -1.14351 0.2 0.1 -0.2
H -3.48390 0.03325 -1.53941 -0.2 0.2 0.1
H -3.35839 1.81610 -1.73339 -0.2 -0.1 0.1
H -4.89891 1.07784 -1.19996 0.1 0.0 -0.1
C -3.89558 -0.27565 1.48696 0.2 0.0 0.2
H -4.99343 -0.28459 1.48895 0.2 0.0 0.0
H -3.52933 -0.22115 2.52049 -0.2 0.0 -0.2
H -3.51988 -1.19460 1.01657 -0.2 0.3 0.1
P 1.84689 -2.00590 2.11647 0.8 -0.6 1.0
C 1.66202 -0.46339 3.05857 -0.2 0.2 -0.3
H 2.35184 -0.43973 3.91298 -0.2 -0.1 -0.2
H 0.62542 -0.39496 3.41318 0.3 0.0 0.0
H 1.84946 0.38954 2.39184 0.1 -0.3 0.4
C 1.28846 -3.34772 3.22094 -0.3 0.0 -0.3
H 1.21272 -4.29196 2.66614 0.1 0.2 0.2
H 0.29244 -3.09782 3.61078 0.2 -0.1 0.0
H 1.98761 -3.47197 4.05913 -0.1 0.1 -0.2
C 3.63339 -2.26480 1.85026 -0.1 0.1 -0.3
H 4.13351 -2.52522 2.79320 -0.2 0.1 -0.2
H 4.07487 -1.34523 1.44292 0.0 -0.2 0.1
H 3.78661 -3.07108 1.12060 0.1 0.1 0.3
P 1.32625 2.63771 -1.93638 0.5 0.5 -0.9
C 1.74202 4.34807 -1.62811 0.0 0.0 0.3
H 1.99469 4.82949 -2.58299 -0.1 -0.1 0.1
H 2.60603 4.39064 -0.95043 -0.2 0.0 -0.1
H 0.88374 4.85629 -1.16728 0.2 0.0 -0.2
C 2.75775 1.64599 -2.33402 0.1 -0.2 0.2
H 3.25020 2.09943 -3.20371 0.0 -0.1 0.1
H 2.46617 0.61408 -2.57214 0.1 0.4 0.0
H 3.44596 1.64047 -1.47874 -0.1 0.1 -0.2
C 0.05180 2.45791 -3.17404 -0.4 -0.1 0.1
H 0.44235 2.88340 -4.11061 -0.1 -0.1 0.2
H -0.85500 3.00056 -2.87022 0.3 0.0 -0.2
H -0.18814 1.39662 -3.33417 0.1 0.3 0.0
Mn 0.63195 -1.85818 0.13991 -0.5 2.5 2.1
C -1.48476 1.01374 0.56929 1.4 -1.8 1.1
O -0.94129 -0.01503 1.05656 -0.3 1.5 -1.5
C 0.71997 1.98618 -0.30285 3.5 -0.7 2.4
O 1.55840 1.61582 0.53206 -3.2 0.6 -2.7
C 1.65684 -2.74891 -1.46674 0.2 -0.4 0.2
C 0.74473 -1.79790 -1.98657 -0.7 -0.2 -0.1
C -0.61906 -1.85215 -1.60863 0.0 -0.6 -0.7
C -1.06404 -2.82682 -0.68326 0.0 0.1 -0.5
C -0.15363 -3.78029 -0.16681 0.3 -0.2 -0.2
C 1.20463 -3.74929 -0.57196 -0.1 -0.6 -0.8
H 2.71576 -2.68200 -1.71748 -0.2 -0.1 0.1
H 1.09180 -1.01427 -2.66127 -0.1 -0.3 0.2
H -1.32302 -1.11827 -2.00677 0.2 -0.2 0.2
H -2.10102 -2.82686 -0.34079 0.4 0.0 -0.1
H -0.48876 -4.51052 0.56697 0.1 0.1 -0.1
H 1.90451 -4.47569 -0.16461 -0.1 0.1 -0.1
O -1.32209 3.19551 -0.40743 1.1 -1.8 0.2
C -0.75941 2.12141 -0.07212 -2.0 1.7 0.2

---

2.
58
Properties=species:S:1:pos:R:3:forces:R:3 method="wB97M-V/def2-TZVPD" homo_ha="-0.52361 / -0.55192" total_charge=+2 lumo_energy_ev="-9.77 / -9.77" multiplicity=2 largest_force_ev_per_a=4.412 mol_weight_da=460.2
C -1.80999 -1.25319 -5.65569 -0.2 -0.3 0.2
C -1.24864 -0.35199 -4.60208 -0.1 0.1 0.3
O -1.65250 0.74157 -4.32285 0.1 0.0 -0.2
O -0.19607 -0.91263 -3.90503 0.4 0.0 -0.5
C 0.78050 0.01113 -3.43362 -0.1 0.2 0.4
C 1.47380 -0.60526 -2.20986 0.0 0.0 -0.1
C 1.95145 0.49031 -1.23706 -0.2 -0.1 -0.1
C 0.77420 1.22220 -0.53517 0.3 0.3 0.0
C 0.37978 0.85722 0.93870 -0.7 0.2 -1.0
N 1.12528 1.75506 1.85953 1.1 0.2 -0.2
C 0.94739 1.56085 3.30695 0.1 0.2 0.5
C 2.52140 1.74476 1.58293 -1.0 1.0 0.2
C 3.16042 2.99968 1.14389 0.6 -0.5 0.2
O 3.21985 0.70070 1.76832 0.5 3.9 0.1
C 0.70367 -0.57662 1.24209 0.4 -1.1 -0.1
C -0.32090 -1.56032 1.79815 0.0 -0.4 0.0
C 0.28690 -2.96418 1.67806 0.2 -0.1 -0.1
C -0.72688 -1.34594 3.26428 0.2 0.1 0.1
N -1.48137 -1.47218 0.87330 -0.2 0.6 1.0
O -2.34439 -2.37940 1.09294 0.1 -0.1 -0.5
C -2.04866 -0.09463 0.55335 -0.3 -0.1 -0.2
C -3.40298 0.04979 1.26253 0.0 0.5 0.0
C -2.28479 -0.04519 -0.97353 0.4 -0.2 -0.1
C -1.14139 1.06712 1.07167 0.1 0.3 -0.2
H -2.85212 -1.47886 -5.39535 0.2 0.1 -0.1
H -1.25601 -2.19035 -5.73500 0.0 0.2 0.0
H -1.81362 -0.71232 -6.60782 0.0 -0.1 0.2
H 0.29625 0.96132 -3.17362 0.0 -0.2 -0.1
H 1.50287 0.22695 -4.23331 -0.1 -0.1 0.2
H 0.73362 -1.27261 -1.73791 0.2 0.1 0.0
H 2.32111 -1.21925 -2.54191 -0.2 0.1 0.1
H 2.66813 0.04387 -0.50600 -0.1 0.1 -0.3
H 2.55702 1.22063 -1.79088 -0.1 -0.2 0.1
H -0.11245 1.08652 -1.16012 0.2 -0.1 0.2
H 0.95938 2.30469 -0.53823 -0.2 -0.2 0.0
H -0.07320 1.81794 3.59673 0.2 -0.1 -0.1
H 1.18112 0.54217 3.66442 -0.1 0.2 -0.1
H 1.61456 2.25050 3.84055 -0.2 -0.1 -0.1
H 2.74451 3.30847 0.17548 -0.1 0.0 0.2
H 2.92072 3.78750 1.87430 -0.2 -0.1 -0.2
H 4.24580 2.88452 1.07012 -0.2 0.0 0.0
H 1.09817 -1.05830 0.32376 0.0 0.0 0.2
H 1.52744 -0.48620 1.99377 -1.8 -0.1 0.6
H 0.49581 -3.22343 0.62983 -0.1 0.0 0.2
H 1.23070 -3.03602 2.26099 -0.3 0.0 -0.1
H -0.37395 -3.72758 2.09880 0.1 0.2 -0.2
H 0.17107 -1.33564 3.90278 -0.2 -0.1 -0.1
H -1.27350 -0.41566 3.44125 0.0 -0.2 -0.1
H -1.33345 -2.19862 3.58834 0.0 0.3 -0.1
H -3.33178 -0.16698 2.33440 -0.1 -0.1 -0.2
H -4.16716 -0.57494 0.79453 0.2 0.0 0.2
H -3.72539 1.09534 1.15755 0.0 -0.2 0.0
H -3.23663 -0.52535 -1.22232 0.2 0.2 0.0
H -2.27065 0.97927 -1.36174 -0.3 -0.2 0.1
H -1.50823 -0.60530 -1.51399 -0.1 0.1 0.1
H -1.38023 1.94784 0.45856 -0.1 -0.2 0.3
H -1.42417 1.32643 2.09577 0.1 -0.2 -0.1
Sn 3.19817 -1.19539 1.65447 1.4 -4.1 -0.6

---

3.
59
Properties=species:S:1:pos:R:3:forces:R:3 method="wB97M-V/def2-TZVPD" homo_ha=-0.31532 smiles="Cc1cccc(CPCC(=O)I)c1.COC[C@@H](C)N.COC[C@@H](C)N" lumo_energy_ev=0.25 multiplicity=1 largest_force_ev_per_a=2.086 mol_weight_da=484.4
C -2.87335 5.24741 4.17524 0.8 0.2 0.2
C -1.98056 5.70389 3.04739 -1.0 -0.6 0.7
C -1.22036 6.83748 3.11869 -0.5 0.2 1.2
C -0.42064 7.16278 2.07312 1.2 1.7 -0.1
C -0.34026 6.39921 0.94629 0.5 0.1 -0.7
C -1.10486 5.27305 0.86205 -0.6 -1.1 -1.2
C -1.06304 4.35101 -0.34288 0.8 0.4 1.4
P -0.11631 2.79135 0.05937 0.1 -0.5 -1.6
C -1.13373 1.75806 1.20927 -0.1 -0.3 0.6
C -2.42201 1.27643 0.58445 -1.1 1.2 -0.2
O -3.38134 1.96502 0.36151 1.4 -1.1 0.3
I -2.47965 -0.85912 0.11941 0.0 0.2 0.0
C -1.92111 4.94382 1.91278 -0.6 -0.7 0.0
H -2.63076 5.81068 5.07575 -0.3 0.1 0.0
H -3.92958 5.33800 3.94222 -0.1 0.0 0.0
H -2.61084 4.21413 4.39849 -0.3 -0.2 0.0
H -1.29392 7.42551 4.02235 0.2 0.3 0.0
H 0.17352 8.06682 2.12463 0.1 0.0 0.0
H 0.31874 6.67878 0.13666 0.0 0.1 -0.1
H -2.06193 4.13698 -0.71054 0.0 -0.2 -0.1
H -0.46659 4.84980 -1.10425 -0.1 -0.2 -0.4
H 0.90630 3.27267 0.90934 -0.5 0.1 0.3
H -0.52769 0.88690 1.45366 0.2 0.0 -0.1
H -1.39067 2.22132 2.16442 -0.1 0.2 -0.1
H -2.54266 4.06149 1.85084 -0.1 -0.1 -0.1
C 0.65643 -1.99742 -6.05111 0.1 0.2 0.0
O 0.02966 -1.18357 -5.07727 -0.1 -0.2 -0.1
C -0.86397 -1.85949 -4.21303 -0.2 0.1 0.2
C -0.19408 -2.57297 -3.02969 0.3 -0.1 -0.2
C 0.48848 -3.88348 -3.41214 -0.1 -0.1 0.0
N 0.77881 -1.70673 -2.35280 -0.2 0.1 0.0
H -0.00619 -2.79406 -6.40121 0.0 0.0 0.1
H 1.58405 -2.42727 -5.66585 0.0 -0.1 -0.1
H 0.91219 -1.36124 -6.89845 0.0 0.0 0.0
H -1.51887 -1.08277 -3.80857 0.1 0.0 0.0
H -1.50397 -2.54643 -4.78237 0.1 -0.1 0.0
H -0.98477 -2.81669 -2.31259 -0.1 0.1 0.0
H 1.43347 -3.72044 -3.92978 0.0 0.1 0.0
H 0.71123 -4.46808 -2.51975 0.0 0.0 0.0
H -0.15494 -4.48906 -4.05398 0.0 0.0 0.0
H 0.29603 -0.87730 -2.01404 0.0 0.0 0.1
H 1.40748 -1.34822 -3.06723 0.1 -0.1 0.1
C 3.59767 -5.29078 1.44641 0.2 0.2 -0.1
O 3.07897 -4.36348 0.51255 -0.1 -0.2 0.1
C 1.66577 -4.27507 0.47323 -0.2 0.1 -0.3
C 1.04928 -3.37083 1.54927 0.3 -0.1 0.2
C 1.00834 -4.00678 2.93559 -0.2 0.0 0.1
N 1.73835 -2.07986 1.63270 -0.1 0.1 -0.2
H 2.95331 -6.16908 1.54687 0.0 0.0 0.0
H 3.74517 -4.82418 2.42356 -0.1 -0.1 0.1
H 4.57304 -5.61572 1.08337 0.0 0.0 0.0
H 1.42971 -3.83967 -0.50043 0.1 0.1 0.0
H 1.21810 -5.27862 0.49083 0.0 0.0 0.1
H 0.01367 -3.17884 1.25322 0.0 0.0 -0.1
H 1.98727 -4.01482 3.41486 0.0 0.0 -0.1
H 0.33842 -3.44460 3.58699 0.0 0.0 0.0
H 0.64142 -5.03440 2.88682 0.0 0.0 0.0
H 1.67232 -1.62030 0.72695 -0.1 0.0 0.0
H 2.73147 -2.27121 1.73681 0.0 0.0 0.1

---

4.
56
Properties=species:S:1:pos:R:3:forces:R:3 method="wB97M-V/def2-TZVPD" homo_ha=-0.32417 smiles="CCCCC[C@H]1CC[C@H](C(=O)NCCN2CCOCC2)CC1" lumo_energy_ev=0.72 multiplicity=1 e_above_lowest_kj_mol=38.2 largest_force_ev_per_a=0.564 mol_weight_da=310.5
C 7.60316 -0.88624 -2.53728 0.0 -0.3 0.1
C 7.12352 -2.32719 -2.66561 -0.1 0.1 -0.2
C 5.92058 -2.48317 -3.59751 0.0 0.1 0.1
C 4.65816 -1.73714 -3.16090 0.1 -0.3 0.1
C 4.11100 -2.21695 -1.81798 -0.1 0.4 -0.2
C 2.77628 -1.56546 -1.43679 0.2 -0.5 0.1
C 2.48184 -1.79152 0.04884 -0.1 0.4 -0.1
C 1.16190 -1.14489 0.46044 0.0 -0.4 0.1
C 0.01453 -1.70860 -0.38141 -0.1 0.2 0.0
C -1.33653 -1.14820 0.04521 0.5 -0.2 -0.2
O -2.22665 -1.84994 0.47616 -0.3 -0.3 0.2
N -1.47616 0.18878 -0.11828 0.1 0.5 -0.1
C -2.65757 0.90489 0.29748 -0.1 0.1 0.2
C -2.41537 1.68002 1.59945 -0.1 -0.2 -0.2
N -3.65072 2.22220 2.12870 0.1 0.0 0.0
C -4.09282 3.41804 1.43240 -0.3 0.1 0.1
C -5.45773 3.83866 1.97812 0.1 0.0 -0.4
O -5.40576 4.08487 3.36264 0.0 0.2 0.1
C -4.95771 2.93763 4.04517 0.3 -0.2 0.2
C -3.57832 2.49908 3.55355 -0.3 0.1 0.1
C 0.29195 -1.46617 -1.86686 0.0 -0.3 0.0
C 1.61473 -2.11409 -2.26788 0.0 0.4 0.0
H 6.85847 -0.26820 -2.04255 -0.1 0.1 0.0
H 7.80522 -0.46363 -3.51932 0.0 0.1 -0.1
H 8.51882 -0.84450 -1.95152 0.1 0.1 0.0
H 6.87967 -2.71994 -1.67724 0.1 -0.1 0.0
H 7.93938 -2.93581 -3.06352 0.0 -0.1 0.1
H 6.20352 -2.12835 -4.59198 0.0 -0.1 -0.1
H 5.68468 -3.54694 -3.68344 0.0 0.0 -0.1
H 3.90179 -1.88554 -3.93422 0.0 0.1 0.0
H 4.86224 -0.66638 -3.10710 -0.1 0.1 0.0
H 4.83886 -1.98801 -1.03733 0.1 -0.1 0.1
H 3.98525 -3.30190 -1.84478 0.0 -0.1 0.1
H 2.85480 -0.48590 -1.61414 0.0 0.1 0.0
H 3.29264 -1.37715 0.65256 0.1 -0.1 0.0
H 2.43602 -2.86491 0.24488 0.0 -0.1 0.0
H 1.23724 -0.06287 0.32215 0.0 0.1 0.0
H 0.96966 -1.33394 1.51877 0.0 0.1 0.0
H -0.04172 -2.78856 -0.21057 -0.1 0.1 0.0
H -0.68336 0.73662 -0.40958 0.0 -0.2 0.0
H -3.43882 0.16224 0.46913 0.0 0.1 -0.1
H -2.96781 1.57714 -0.50696 -0.1 -0.1 0.0
H -1.65605 2.46737 1.43300 0.0 -0.1 0.1
H -2.01545 0.97489 2.33249 0.0 0.0 0.0
H -4.18645 3.20416 0.36735 0.0 0.1 0.0
H -3.37591 4.24927 1.56791 0.0 0.0 0.0
H -5.79022 4.76825 1.51281 0.0 -0.1 0.0
H -6.18534 3.04062 1.76777 0.0 0.1 0.0
H -4.92477 3.20260 5.10329 0.0 -0.1 0.0
H -5.66865 2.11205 3.89364 0.1 0.0 0.1
H -3.28128 1.58839 4.07688 0.0 0.0 0.0
H -2.84519 3.29547 3.77652 0.0 -0.1 0.0
H -0.52167 -1.88274 -2.46400 0.0 0.1 0.0
H 0.34128 -0.39376 -2.07198 0.0 0.1 0.0
H 1.79358 -1.93431 -3.32905 0.0 -0.1 0.0
H 1.54758 -3.19390 -2.11829 0.0 -0.1 0.0